1.
Entry from OMol25: a 6-piece molecular cluster, C34H40IN10O overall at a distorted geometry (wB97M-V/def2-TZVPD).

```
86
Properties=species:S:1:pos:R:3:lowdin_charge:R:1
C -8.62126 0.08505 0.58277 0.154
C -7.75702 0.95294 0.50262 -0.008
C -6.43298 1.62027 0.10703 -0.174
N -5.12413 1.18736 0.34880 0.163
C -4.12279 2.05910 -0.14702 -0.282
N -2.80574 2.00655 -0.13397 -0.028
C -1.82342 2.95613 -0.72429 -0.244
N -0.42597 2.47655 -0.78711 0.035
C -2.22321 0.81164 0.58003 -0.090
C -1.87223 -0.35647 -0.45971 -0.210
O -0.98305 -1.34210 0.06667 -0.173
C 0.34571 -1.12918 -0.51158 -0.237
C 0.48043 -1.82777 -1.93809 -0.092
N -4.89892 3.10439 -0.71330 -0.467
I -4.54092 4.88766 -1.63924 1.200
N -6.22502 2.83497 -0.57457 -0.006
H -9.45301 -0.66992 0.59034 0.086
H -1.82368 3.96227 -0.18284 0.127
H -2.14535 3.13651 -1.80746 0.102
H 0.11857 3.04225 -0.11787 0.077
H -0.00876 2.59019 -1.71364 0.093
H -2.96770 0.35252 1.31200 0.134
H -1.33388 1.10583 1.23170 0.115
H -2.86192 -0.83002 -0.78201 0.137
H -1.47441 0.17095 -1.39462 0.116
H 0.53619 -0.01276 -0.58658 0.098
H 1.07693 -1.58793 0.23659 0.121
H 1.45261 -2.40752 -1.97970 0.069
H 0.48176 -1.07524 -2.78563 0.068
H -0.37109 -2.56368 -2.10873 0.072
H -6.95319 3.46548 -0.92925 0.142
N -0.50174 -3.49667 -4.34544 0.043
C 0.02722 -4.71266 -4.53747 -0.144
C 0.40353 -5.20363 -5.77752 -0.069
C 0.21967 -4.39307 -6.88661 -0.076
C -0.32744 -3.13075 -6.71589 -0.073
C -0.66722 -2.73252 -5.43310 -0.155
H 0.14856 -5.31098 -3.64017 0.106
H 0.82883 -6.19445 -5.87263 0.104
H 0.50011 -4.74123 -7.87418 0.108
H -0.48594 -2.47067 -7.55912 0.102
H -1.09527 -1.75198 -5.24838 0.100
N 1.82956 3.17565 3.50140 0.048
C 1.07276 2.29135 2.84029 -0.172
C 0.99522 0.94699 3.16508 -0.070
C 1.74539 0.48712 4.23660 -0.065
C 2.53846 1.38084 4.93687 -0.058
C 2.54486 2.70684 4.53261 -0.149
H 0.50451 2.69773 2.00843 0.069
H 0.36285 0.27747 2.59385 0.085
H 1.71252 -0.55797 4.52236 0.058
H 3.13810 1.05653 5.77768 0.104
H 3.14706 3.44571 5.05119 0.103
N -2.86890 8.11915 -3.38502 0.056
C -2.23245 7.08029 -2.83361 -0.216
C -0.86749 6.87010 -2.92782 -0.070
C -0.11201 7.78930 -3.63999 -0.067
C -0.74629 8.87466 -4.22345 -0.056
C -2.11854 8.99416 -4.06613 -0.136
H -2.86895 6.38626 -2.28856 -0.105
H -0.40646 6.01037 -2.45726 0.096
H 0.95972 7.66089 -3.73870 0.112
H -0.18928 9.61178 -4.78695 0.109
H -2.65986 9.82771 -4.50071 0.110
N 2.60107 -2.29476 5.51348 0.045
C 1.84188 -3.17842 4.84987 -0.163
C 1.76135 -4.52289 5.17418 -0.074
C 2.51111 -4.98513 6.24417 -0.076
C 3.30654 -4.09229 6.94700 -0.072
C 3.31494 -2.76687 6.54547 -0.146
H 1.27638 -2.76967 4.01846 0.099
H 1.12876 -5.19053 4.60384 0.106
H 2.47613 -6.03074 6.52837 0.108
H 3.90564 -4.41805 7.78762 0.103
H 3.91844 -2.03016 7.06588 0.104
N 3.19136 -4.22222 1.80791 0.061
C 3.19722 -4.32768 0.47201 -0.162
C 4.34999 -4.43231 -0.28963 -0.076
C 5.57152 -4.42382 0.36528 -0.079
C 5.59537 -4.31377 1.74673 -0.068
C 4.38670 -4.21800 2.41811 -0.144
H 2.21758 -4.32679 0.00411 0.095
H 4.29326 -4.51786 -1.36743 0.101
H 6.49606 -4.50236 -0.19546 0.107
H 6.53097 -4.30306 2.29102 0.104
H 4.35410 -4.13300 3.49999 0.094
```

Summary:
lowest unoccupied orbital energy: -4.191 eV
DFT total energy: -2239.601489 Ha
HOMO level: -10.98 eV
charge: +1


2.
Entry from OMol25: a single C3H5N3 molecule at a distorted geometry (wB97M-V/def2-TZVPD).

```
11
Properties=species:S:1:pos:R:3:lowdin_charge:R:1
H -2.50961 1.38694 -0.12907 0.052
N -1.54111 1.52171 0.13852 0.127
C -0.83775 0.46139 0.02329 -0.473
C -1.35101 -0.80031 -0.52143 -0.142
N -1.81245 -1.76175 -0.97087 0.166
N 0.45247 0.45271 0.46404 -0.028
C 1.51144 -0.47058 0.11502 -0.083
H 0.71125 1.37984 0.77253 0.135
H 1.09294 -1.45038 -0.12847 0.078
H 2.10796 -0.12481 -0.73919 0.084
H 2.17588 -0.59476 0.97564 0.084
```

Summary:
lowest unoccupied orbital energy: 0.705 eV
DFT total energy: -281.557486 Ha
HOMO level: -9.57 eV
structure (SMILES): [H]/N=C(\C#N)NC
charge: 0
ΔE to the lowest compared entry with this formula, charge and spin: 20.4 kcal/mol


3.
Entry from OMol25: a 2-piece molecular cluster, C2H4NO5P overall at a distorted geometry (wB97M-V/def2-TZVPD).

```
13
Properties=species:S:1:pos:R:3:lowdin_charge:R:1
C 2.02305 -0.62084 -0.17854 -0.626
C 0.90446 0.19167 -0.43691 -0.274
N 0.82651 1.09902 -1.56970 -0.111
O 3.13422 -0.52843 -0.79964 -0.168
O -1.83230 0.48141 2.38434 -0.402
O -3.47818 1.45115 0.54328 -0.391
O 1.95395 -1.56391 0.91829 -0.085
O -3.22682 -1.03720 0.97592 -0.420
P -2.79589 0.36216 1.24867 0.206
H -0.04088 0.27058 0.14181 0.049
H 1.67681 0.82360 -2.12566 0.026
H 0.99484 -1.78135 1.13243 0.095
H -0.13977 0.85215 -2.23428 0.101
```

Summary:
lowest unoccupied orbital energy: 6.438 eV
DFT total energy: -850.977948 Ha
HOMO level: 1.14 eV
charge: -2
ΔE to the lowest compared entry with this formula, charge and spin: 54.1 kcal/mol


4.
Entry from OMol25: a 2-piece molecular cluster, C16H15BNO3 overall at a distorted geometry (wB97M-V/def2-TZVPD).

```
36
Properties=species:S:1:pos:R:3:lowdin_charge:R:1
C -3.79419 4.02695 -0.60504 -0.313
N -3.70174 3.66311 -1.99594 -0.026
B -2.68360 2.80869 -2.34826 -0.803
C -1.34904 3.30839 -3.10716 -0.053
O -2.69233 1.38216 -2.13485 -0.002
H -2.89721 4.53623 -0.20645 0.044
H -4.00848 3.18048 0.08244 0.034
H -4.62952 4.71844 -0.45623 0.031
H -0.67454 2.48637 -3.35542 0.016
H -0.82198 4.02428 -2.48595 0.035
H -1.62749 3.77410 -4.04841 0.029
H -3.01570 1.17852 -1.24294 0.068
C 3.76436 -2.05974 3.72210 -0.070
C 3.97606 -0.72364 3.39751 -0.068
C 3.23755 -0.12787 2.39063 -0.006
C 2.28853 -0.86685 1.69607 -0.079
C 2.08872 -2.21105 2.00954 -0.083
C 2.82410 -2.80160 3.02999 -0.011
C 1.10330 -3.03546 1.25180 -0.283
O 0.93253 -4.20535 1.53643 0.089
C 0.35389 -2.38722 0.14641 -0.095
C -0.53166 -3.14805 -0.60377 -0.014
C -1.24718 -2.55814 -1.63197 -0.053
C -1.09351 -1.20455 -1.91336 -0.042
C -0.21060 -0.43839 -1.16977 0.017
C 0.52231 -1.02686 -0.14555 -0.078
C 1.49024 -0.19958 0.62366 -0.278
O 1.64251 0.98033 0.39444 0.116
H 4.33755 -2.52209 4.51506 0.101
H 4.71811 -0.14677 3.93369 0.102
H 3.39081 0.91111 2.13559 0.119
H 2.65557 -3.84115 3.27271 0.116
H -0.65392 -4.19834 -0.37965 0.114
H -1.93398 -3.15474 -2.21795 0.104
H -1.66344 -0.73626 -2.70296 0.102
H -0.09605 0.61455 -1.38647 0.120
```

Summary:
lowest unoccupied orbital energy: 1.078 eV
DFT total energy: -924.107325 Ha
HOMO level: -1.84 eV
charge: -1


5.
Entry from OMol25: C31H39N2OReSi as an isolated structure at a distorted geometry (wB97M-V/def2-TZVPD).

```
75
Properties=species:S:1:pos:R:3:lowdin_charge:R:1
C 0.09813 -1.92166 -1.48905 -0.140
C -1.12240 -1.20765 -1.69365 -0.161
C -0.79529 0.06567 -2.19908 -0.160
H -2.13218 -1.55312 -1.49253 0.141
C 0.60469 0.26678 -2.12085 -0.191
C 1.17728 -0.98757 -1.77972 -0.154
H 1.10321 1.19735 -2.30392 0.116
C -0.91413 -0.61941 2.36921 -0.098
C -1.50876 -1.09963 1.15212 -0.223
C -2.04409 0.04810 0.46412 -0.242
H -1.59349 -2.12290 0.84478 0.093
C -1.83572 1.20138 1.30628 -0.227
C -1.21839 0.76385 2.51052 -0.016
H -1.46441 0.79574 -2.62462 0.126
H 2.24430 -1.12137 -1.67039 0.102
H 0.19110 -2.97669 -1.27362 0.109
H -1.12582 1.40409 3.38409 0.117
H -2.79557 0.10529 -0.33261 0.129
H -0.40184 -1.21304 3.10468 0.092
Re 0.03159 -0.19190 -0.13326 1.605
C -2.06243 2.60767 0.83600 -0.446
C -1.45758 3.49125 1.96533 -0.020
C -3.55605 2.77734 0.55353 -0.024
H -2.04306 3.23470 2.85400 0.091
H -1.56274 4.57011 1.82414 0.094
H -0.40562 3.18586 2.11961 0.091
H -4.10977 2.58314 1.48044 0.099
H -3.94917 2.07712 -0.21471 0.094
H -3.80011 3.80488 0.22463 0.099
C -1.30957 2.70226 -0.56113 -0.064
C 0.18051 3.05970 -0.47649 -0.256
H -1.93024 3.01868 -1.39278 0.092
H -1.22232 1.65875 -0.98011 0.050
O 0.91284 2.03039 -0.06557 -0.084
N 0.60343 4.29650 -0.99687 0.061
C 0.94785 4.42857 -2.49364 -0.083
H 1.17424 4.87476 -0.39206 0.135
C -0.01483 3.74553 -3.45734 -0.233
C 0.38543 2.96006 -4.56336 -0.042
H 1.45416 2.86631 -4.77586 0.117
C -0.54637 2.31607 -5.40216 -0.074
H -0.20102 1.67900 -6.22311 0.112
C -1.91993 2.47629 -5.19302 -0.080
H -2.64691 1.98843 -5.84171 0.110
C -2.33668 3.32218 -4.15402 -0.072
H -3.39827 3.45575 -3.95043 0.109
C -1.38629 4.01359 -3.37075 -0.073
H -1.71445 4.78949 -2.66293 0.129
H 1.94723 3.96385 -2.58212 0.121
H 1.00449 5.51527 -2.74176 0.141
C 2.79232 -3.29175 -0.51222 -0.170
Si 2.09747 -2.64133 1.10526 0.424
C 0.63393 -3.69191 1.65617 -0.163
C 3.47886 -2.85358 2.29722 -0.168
N 1.64097 -0.92000 0.96701 -0.215
C 2.28326 0.03635 1.75208 -0.394
C 2.93611 1.15340 1.16994 -0.064
C 3.39771 2.16293 1.99953 -0.090
C 3.40243 2.00029 3.38488 -0.083
C 2.87819 0.82595 3.94829 -0.069
C 2.28053 -0.13285 3.14122 -0.075
H 3.42519 -4.16847 -0.32155 0.047
H 3.43057 -2.52734 -0.96643 0.035
H 2.03749 -3.58848 -1.24481 0.019
H 1.01832 -4.72713 1.69653 0.047
H 0.28717 -3.43844 2.67141 0.038
H -0.22700 -3.69471 0.97256 0.011
H 4.25030 -2.09331 2.16526 0.051
H 3.16941 -2.83860 3.34275 0.037
H 3.95095 -3.82280 2.11412 0.044
H 3.05264 1.13961 0.08733 0.104
H 3.75196 3.08882 1.55365 0.104
H 3.77933 2.81461 3.99664 0.102
H 2.94960 0.66643 5.02121 0.107
H 1.82366 -1.01415 3.61249 0.105
```

Summary:
lowest unoccupied orbital energy (spin up / spin down): -3.233 / -4.282 eV
DFT total energy: -1756.815202 Ha
HOMO level (spin up / spin down): -9.35 / -10.33 eV
multiplicity: 4
charge: +1
ΔE to the lowest compared entry with this formula, charge and spin: 15.6 kcal/mol


6.
Entry from OMol25: C18H35AuNP2S2 as an isolated structure at a distorted geometry (wB97M-V/def2-TZVPD).

```
59
Properties=species:S:1:pos:R:3:lowdin_charge:R:1
Au 0.35531 0.21411 -0.03008 0.594
S -0.81412 2.58064 -0.51800 0.833
S -0.94408 -2.67705 -0.28504 1.058
C -2.65085 2.39793 -0.54666 -0.311
C -0.41062 2.37914 -2.28348 -0.438
C -0.93824 1.11592 -2.92426 -0.257
N -0.27742 -0.05914 -2.32448 -0.160
C -0.92408 -1.30042 -2.79121 -0.240
C -0.47556 -2.53235 -2.02656 -0.401
H 0.68966 2.38939 -2.32711 0.091
H -0.80719 3.26128 -2.79501 0.108
H -0.71240 1.12158 -4.00075 0.153
H -2.02507 1.02997 -2.80776 0.114
H -0.63067 -1.42984 -3.85000 0.159
H -2.01516 -1.18466 -2.75962 0.120
H 0.62667 -2.60999 -2.04400 0.094
H -0.89692 -3.42701 -2.51985 0.127
C -2.75289 -2.63056 -0.40186 -0.262
H 0.67910 -0.06241 -2.68960 0.126
H -3.09026 -1.79984 -1.03854 0.064
H -3.12461 -2.47929 0.62038 0.049
H -3.12899 -3.58178 -0.78141 0.091
H -2.98752 2.49176 0.49978 0.036
H -3.00142 1.42777 -0.95770 0.048
H -3.05613 3.23648 -1.12893 0.073
C 4.41324 0.02490 -1.77147 -0.068
C 5.04760 0.11533 -0.59499 -0.102
H 4.05670 0.91477 -2.30052 0.061
H 4.30907 -0.93093 -2.29669 0.063
H 5.26245 1.08098 -0.10908 0.085
H 5.39549 -0.76518 -0.04107 0.078
C 2.87741 -2.26053 0.35496 -0.216
P 1.96263 -0.95790 1.23967 0.798
C 3.12478 0.30883 1.78746 -0.206
C 1.20659 -1.69491 2.72393 -0.391
C 1.85552 -2.69898 3.45285 -0.050
C 1.25825 -3.22198 4.59469 -0.013
C 0.03803 -2.72038 5.06781 -0.002
C -0.61315 -1.72800 4.32467 -0.046
C -0.02172 -1.18396 3.17836 -0.382
P -0.70837 0.20354 2.20958 0.807
C -2.49289 0.13020 2.48690 -0.198
C -0.15475 1.69983 3.07922 -0.199
H 3.31617 -1.80401 -0.54861 0.014
H 2.17436 -3.06218 0.08458 0.047
H 3.68966 -2.68258 0.97228 0.080
H 3.61799 0.07785 2.74253 0.095
H 2.60946 1.26926 1.83568 0.042
H 3.89765 0.38145 1.02343 -0.017
H 2.82616 -3.07297 3.08950 0.124
H 1.74257 -4.04857 5.12721 0.139
H -0.38098 -3.06951 5.99927 0.131
H -1.58257 -1.34672 4.66529 0.119
H -2.60051 0.33444 3.55281 0.069
H -2.99872 0.88856 1.87520 0.041
H -2.83588 -0.88365 2.23791 0.050
H -0.50200 2.58429 2.54604 0.046
H 0.93259 1.73530 3.18164 0.051
H -0.62077 1.65919 4.07230 0.081
```

Summary:
lowest unoccupied orbital energy (spin up / spin down): -8.483 / -13.329 eV
DFT total energy: -2375.336255 Ha
HOMO level (spin up / spin down): -16.99 / -17.72 eV
multiplicity: 3
charge: +3
ΔE to the lowest compared entry with this formula, charge and spin: 15.7 kcal/mol